DFT (ωB97M-V with the def2-TZVPD basis set) results for a 2-piece molecular cluster, C6H16IN2 overall.

Geometry as ORCA input:
```
! wB97M-V def2-TZVPD RIJCOSX def2/J DEFGRID3
* xyz 1 1
I -2.988 -0.834 0.168
N -1.305 -2.207 0.069
N 0.242 0.179 0.933
C 0.909 2.768 1.399
C 1.141 2.305 -0.019
C 0.131 1.137 -0.226
C 0.453 0.649 -1.742
C 0.771 -0.982 1.002
C -1.423 -3.338 -0.845
H -0.184 2.801 1.517
H -0.209 0.710 1.686
H 2.160 1.770 -0.247
H 1.264 3.676 1.494
H -1.054 -4.170 -0.313
H -0.846 -3.217 -1.743
H -2.367 -3.698 -1.095
H 1.295 1.938 2.045
H 0.109 1.451 -2.353
H -1.453 -2.627 0.953
H -0.905 1.444 -0.241
H 1.467 0.445 -1.728
H 0.995 3.102 -0.787
H 0.653 -1.628 1.871
H 1.256 -1.481 0.173
H -0.113 -0.194 -1.972
*
```

gap between HOMO and LUMO: 8.75 eV
E_HOMO: -13.00 eV
ΔE to the lowest compared entry with this formula, charge and spin: 1.972 eV

***

DFT (ωB97M-V with the def2-TZVPD basis set) results for C5H5F2N in the gas phase.

Geometry as ORCA input:
```
! wB97M-V def2-TZVPD RIJCOSX def2/J DEFGRID3
* xyz 0 1
F 1.784 -0.244 -1.313
F 0.012 -0.800 1.697
N -3.129 0.524 -0.046
C 0.728 1.152 0.443
C 0.117 -0.247 0.432
C -2.122 0.041 -0.382
C 1.515 -0.081 -0.007
C -0.935 -0.731 -0.586
H 0.453 1.933 -0.287
H 0.921 1.455 1.519
H -0.579 -0.679 -1.646
H -1.131 -1.805 -0.381
H 2.366 -0.519 0.556
*
```

gap between HOMO and LUMO: 11.80 eV
E_HOMO: -11.00 eV
ΔE to the lowest compared entry with this formula, charge and spin: 1.801 eV
SMILES: N#CC[C@]1(F)C[C@@H]1F

***

DFT (ωB97M-V with the def2-TZVPD basis set) results for C30H29F5IN2O7STi as an isolated structure.

Geometry as ORCA input:
```
! wB97M-V def2-TZVPD RIJCOSX def2/J DEFGRID3
* xyz 0 2
I -3.548 -5.424 -4.622
Ti 0.200 -0.134 0.124
S -1.414 -0.221 -1.885
F 1.437 -1.046 -2.190
F -0.405 1.424 -6.612
F 3.055 -0.734 -4.293
F -2.025 1.122 -4.511
F 2.136 0.496 -6.543
O 0.159 1.852 -0.628
O -0.543 1.156 1.290
O 1.664 -3.454 -0.337
O 1.799 1.721 3.018
O -2.315 -0.912 1.197
O 0.135 -1.936 0.264
O 0.168 -0.851 2.993
N 2.286 0.059 0.214
N 4.374 -0.522 0.008
C 0.560 -2.981 -0.452
C -1.628 3.717 1.876
C 3.026 2.407 3.067
C 1.798 -0.283 -4.350
C 3.220 -0.789 0.640
C -0.782 0.645 -4.422
C -3.402 -0.188 0.647
C 4.194 0.539 -0.863
C -0.364 0.020 -3.253
C -0.836 -4.752 -3.465
C 0.043 0.806 -5.516
C 0.050 -4.219 -2.539
C -2.490 4.783 2.080
C -0.534 2.070 0.373
C 1.339 0.340 -5.489
C 2.904 0.892 -0.727
C -1.384 3.266 0.583
C -0.426 -3.573 -1.407
C 0.365 0.087 4.047
C -1.078 -1.533 3.130
C 3.137 -1.806 1.724
C 0.947 -0.436 -3.278
C -2.688 -4.044 -2.077
C -3.125 5.376 0.992
C -2.877 4.921 -0.294
C -2.284 -0.806 2.604
C -2.200 -4.653 -3.221
C -1.997 3.869 -0.503
C -1.791 -3.486 -1.178
C 1.711 0.750 4.027
H -3.375 5.383 -1.139
H 3.042 3.111 2.237
H -1.795 3.495 -1.501
H -3.817 6.196 1.150
H 3.872 1.718 2.962
H -1.120 3.233 2.704
H -2.678 5.144 3.084
H -2.146 -2.970 -0.295
H 0.295 -0.461 4.992
H 3.137 2.956 4.008
H 2.145 -1.810 2.153
H 2.361 1.679 -1.221
H -3.176 -1.281 3.027
H -0.410 0.859 4.031
H -0.975 -2.453 2.559
H 4.979 0.922 -1.497
H 5.215 -1.051 0.125
H 2.496 -0.008 3.907
H 3.872 -1.572 2.497
H -3.265 0.887 0.791
H 3.334 -2.797 1.328
H 1.121 -4.285 -2.688
H -3.754 -3.990 -1.895
H -2.281 0.247 2.909
H -0.472 -5.244 -4.358
H 1.853 1.228 5.003
H -1.239 -1.778 4.182
H -4.343 -0.491 1.117
H -3.442 -0.405 -0.417
*
```

gap between HOMO and LUMO (alpha / beta): 7.53 / 7.63 eV
E_HOMO (alpha / beta): -7.26 / -7.35 eV
ΔE to the lowest compared entry with this formula, charge and spin: 0.658 eV
⟨S²⟩: 0.752

***

DFT (ωB97M-V with the def2-TZVPD basis set) results for C5H5NOS as an isolated structure.

Geometry as ORCA input:
```
! wB97M-V def2-TZVPD RIJCOSX def2/J DEFGRID3
* xyz 0 1
S 2.342 -1.171 -0.621
O -2.894 1.398 0.808
N 1.592 0.184 0.202
C 0.356 0.268 -0.011
C -0.512 1.233 0.750
C -1.792 -0.344 -0.433
C -1.911 0.691 0.526
C -0.478 -0.727 -0.653
H 0.077 -1.531 -1.208
H 3.550 -1.489 0.614
H -0.182 1.298 1.818
H -0.247 2.270 0.203
H -2.641 -1.014 -0.437
*
```

gap between HOMO and LUMO: 7.98 eV
E_HOMO: -9.13 eV
ΔE to the lowest compared entry with this formula, charge and spin: 3.999 eV

***

DFT (ωB97M-V with the def2-TZVPD basis set) results for C22H21NO5 in the gas phase.

Geometry as ORCA input:
```
! wB97M-V def2-TZVPD RIJCOSX def2/J DEFGRID3
* xyz 0 1
O -0.292 -0.233 -2.242
O 0.363 -2.074 0.615
O 3.858 -1.602 0.126
O -0.303 0.136 -4.444
O -2.401 -1.884 2.675
N 2.054 -1.052 -1.199
C -2.362 -0.514 2.607
C -0.277 -2.547 1.703
C 1.894 -2.522 2.176
C 2.663 -1.559 -0.082
C -1.713 -0.226 -2.291
C -0.994 2.367 0.574
C 2.623 -0.487 -2.330
C -1.726 1.610 1.640
C -3.061 0.161 3.603
C 4.581 0.147 -3.598
C 1.690 -2.057 0.902
C 0.330 -0.036 -3.432
C -2.481 3.782 2.662
C -3.089 1.540 3.608
C 2.416 0.513 -4.522
C -1.772 -2.640 1.665
C 1.808 -0.017 -3.380
C 4.010 -0.394 -2.465
C -2.432 2.285 2.636
C 3.785 0.604 -4.638
C -1.699 0.220 1.634
C 0.621 -2.836 2.693
H -3.080 4.131 3.499
H -0.476 1.691 -0.102
H 5.657 0.209 -3.670
H -1.686 2.976 -0.007
H -2.914 4.170 1.741
H -2.066 0.666 -2.812
H 4.229 1.023 -5.527
H 4.632 -0.754 -1.662
H 2.842 -2.616 2.664
H 1.040 -1.073 -1.200
H -2.086 -3.670 1.864
H 1.769 0.856 -5.316
H -2.126 -2.345 0.668
H -2.061 -0.227 -1.261
H -1.137 -0.270 0.857
H 0.390 -3.219 3.665
H -3.572 -0.413 4.359
H -0.260 3.037 1.019
H -1.479 4.198 2.757
H -3.636 2.052 4.386
H -2.075 -1.109 -2.822
*
```

gap between HOMO and LUMO: 8.61 eV
E_HOMO: -8.44 eV
ΔE to the lowest compared entry with this formula, charge and spin: 0.185 eV
SMILES: COC(=O)c1ccccc1NC(=O)c1ccc(COc2ccc(C)c(C)c2)o1

***

DFT (ωB97M-V with the def2-TZVPD basis set) results for a 2-piece molecular cluster, C4H11NOS overall.

Geometry as ORCA input:
```
! wB97M-V def2-TZVPD RIJCOSX def2/J DEFGRID3
* xyz 0 1
S 2.063 1.910 1.187
O 0.046 -1.760 -0.568
N -1.571 -0.591 -1.641
C -2.001 -1.308 0.626
C -1.068 -1.292 -0.542
C 1.944 0.112 1.329
C 1.405 2.179 -0.464
H 2.218 -0.381 0.401
H -2.487 -0.334 0.679
H -2.728 -2.081 0.431
H -2.566 -0.612 -1.786
H 2.612 -0.209 2.126
H -1.094 -0.833 -2.502
H 2.176 2.465 -1.192
H 0.931 1.304 -0.898
H 0.934 -0.129 1.635
H 0.692 3.000 -0.397
H -1.507 -1.441 1.577
*
```

gap between HOMO and LUMO: 8.85 eV
E_HOMO: -8.13 eV
ΔE to the lowest compared entry with this formula, charge and spin: 0.448 eV
SMILES: CC(N)=O.CSC

***

Number 1: maximum force 5.080 eV Å⁻¹. Number 2: maximum force 3.563 eV Å⁻¹. Number 3: maximum force 2.615 eV Å⁻¹. Number 4: maximum force 5.937 eV Å⁻¹. Number 5: maximum force 1.269 eV Å⁻¹. Number 6: maximum force 0.831 eV Å⁻¹.